DFT (ωB97M-V/def2-TZVPD) results for C43H34Br2IN2O6 as an isolated structure in a non-equilibrium geometry.

XYZ file:
```
88
Properties=species:S:1:pos:R:3:lowdin_charge:R:1
C -8.23 5.44 -1.18 -0.145
C -6.63 5.10 -1.06 -0.207
C -5.61 5.96 -2.04 -0.052
C -3.99 5.70 -1.94 -0.044
C -3.28 4.59 -0.91 -0.120
C -1.65 4.49 -0.98 -0.106
C -1.05 2.96 -0.68 -0.420
C -0.91 2.86 0.94 -0.143
C 0.37 3.79 1.47 -0.146
N 0.10 4.97 2.15 0.009
C 0.50 2.84 -1.29 -0.397
O 0.97 3.66 -2.26 -0.143
O 1.48 1.81 -0.81 -0.287
N -1.97 1.96 -1.34 -0.522
I -1.51 0.00 -0.95 0.842
C -1.99 2.06 -2.85 -0.673
Br -0.91 0.45 -3.49 0.453
C -3.46 1.91 -3.55 -0.681
C -3.95 3.29 -4.34 -0.142
Br -4.89 1.18 -2.31 0.567
C -4.29 3.75 0.06 -0.036
C -5.94 4.03 -0.02 -0.046
H -8.41 6.16 -2.11 0.077
H -8.68 5.98 -0.22 0.082
H -8.86 4.47 -1.41 0.076
H -5.98 6.75 -2.83 0.080
H -3.29 6.34 -2.63 0.088
H -1.22 5.30 -0.24 0.120
H -1.34 4.85 -2.07 0.118
H -1.85 3.28 1.55 0.105
H -0.71 1.79 1.38 0.082
H 1.48 3.41 1.27 0.124
H -0.93 5.14 2.23 0.014
H -1.43 2.98 -3.30 0.111
H -3.37 1.09 -4.41 0.066
H -5.02 3.55 -3.93 0.058
H -4.02 3.06 -5.51 0.087
H -3.16 4.15 -4.23 0.069
H -3.87 2.95 0.81 0.081
H -6.68 3.42 0.68 0.089
C -4.04 -8.84 0.76 -0.066
C -3.12 -9.40 1.65 -0.067
C -1.89 -8.78 1.86 0.001
C -1.56 -7.61 1.17 -0.086
C -2.47 -7.07 0.25 -0.083
C -3.71 -7.68 0.05 0.004
C -2.11 -5.87 -0.53 -0.278
O -2.91 -5.39 -1.33 0.100
C -0.78 -5.25 -0.33 -0.087
C -0.41 -4.14 -1.11 0.007
C 0.83 -3.54 -0.92 -0.043
C 1.71 -4.04 0.05 -0.039
C 1.34 -5.15 0.81 0.008
C 0.10 -5.76 0.62 -0.091
C -0.26 -6.95 1.41 -0.281
O 0.51 -7.39 2.25 0.089
H -5.00 -9.32 0.60 0.104
H -3.37 -10.31 2.19 0.104
H -1.18 -9.21 2.57 0.119
H -4.43 -7.26 -0.65 0.121
H -1.09 -3.74 -1.86 0.121
H 1.12 -2.69 -1.52 0.114
H 2.68 -3.57 0.20 0.103
H 2.04 -5.54 1.56 0.119
C 5.53 3.77 0.60 -0.056
C 4.46 3.06 0.06 -0.036
C 4.35 1.69 0.29 0.021
C 5.32 1.02 1.05 -0.083
C 6.40 1.73 1.57 -0.098
C 6.50 3.11 1.35 -0.007
C 7.45 1.03 2.33 -0.285
O 8.41 1.65 2.79 0.082
C 7.35 -0.43 2.53 -0.085
C 8.37 -1.11 3.20 -0.001
C 8.28 -2.49 3.40 -0.070
C 7.16 -3.19 2.94 -0.068
C 6.14 -2.51 2.26 0.003
C 6.24 -1.13 2.05 -0.082
C 5.18 -0.43 1.31 -0.275
O 4.20 -1.04 0.90 0.096
H 5.61 4.84 0.43 0.105
H 3.71 3.57 -0.53 0.110
H 3.50 1.14 -0.13 0.097
H 7.34 3.67 1.76 0.115
H 9.25 -0.58 3.56 0.118
H 9.08 -3.02 3.91 0.102
H 7.08 -4.26 3.10 0.103
H 5.27 -3.06 1.91 0.114
```

Computed properties:
2S+1: 1
E_tot in eV: -208581.0409
Total charge: -1
Kohn-Sham gap in eV: 5.490

DFT (ωB97M-V/def2-TZVPD) results for C43H34ClOP2ReS as an isolated structure in a non-equilibrium geometry.

XYZ file:
```
83
Properties=species:S:1:pos:R:3:mulliken_spin:R:1
Re 0.28 0.02 -0.41 1.093
O -1.73 -0.63 1.94 0.011
S -0.29 -0.36 1.82 -0.003
C 0.55 -1.85 2.33 0.009
C 0.86 -2.16 3.64 0.005
C 1.40 -3.40 3.93 -0.001
C 1.60 -4.33 2.91 0.003
C 1.24 -4.03 1.60 -0.007
C 0.70 -2.79 1.30 -0.006
P 0.03 -2.37 -0.34 0.071
C -1.60 -3.11 -0.46 0.001
C -2.33 -3.46 0.67 -0.001
C -3.57 -4.07 0.53 0.000
C -4.08 -4.32 -0.73 0.000
C -3.37 -3.95 -1.87 0.001
C -2.13 -3.35 -1.74 -0.005
C 0.99 -2.98 -1.73 -0.002
C 1.24 -4.34 -1.95 -0.001
C 1.85 -4.75 -3.12 0.000
C 2.21 -3.81 -4.09 0.000
C 1.96 -2.46 -3.89 0.010
C 1.35 -2.05 -2.71 0.019
C 0.06 1.14 2.72 0.022
C 0.36 1.21 4.07 -0.003
C 0.41 2.45 4.69 0.000
C 0.15 3.61 3.97 0.001
C -0.15 3.53 2.61 0.003
C -0.19 2.31 1.97 -0.023
P -0.61 2.15 0.21 0.011
C -0.44 3.71 -0.65 -0.009
C -1.55 4.55 -0.76 0.001
C -1.44 5.73 -1.47 -0.001
C -0.24 6.07 -2.09 -0.001
C 0.86 5.22 -1.99 0.001
C 0.76 4.04 -1.28 -0.003
C -2.28 1.57 0.07 0.017
C -3.34 1.86 0.92 0.011
C -4.56 1.22 0.71 0.000
C -4.70 0.28 -0.31 0.009
C -3.64 -0.03 -1.15 0.010
C -2.43 0.63 -0.96 -0.024
H 0.67 -1.47 4.45 0.000
H 1.66 -3.65 4.95 0.000
H 2.03 -5.30 3.14 0.000
H 1.37 -4.76 0.83 0.000
H -1.94 -3.26 1.66 0.000
H -4.13 -4.35 1.41 0.000
H -5.04 -4.81 -0.84 0.000
H -3.77 -4.15 -2.85 0.000
H -1.57 -3.07 -2.63 0.001
H 0.93 -5.08 -1.22 0.000
H 2.03 -5.80 -3.29 0.000
H 2.67 -4.14 -5.01 0.000
H 2.23 -1.74 -4.65 0.001
H 1.13 -0.99 -2.58 0.002
H 0.54 0.32 4.66 0.000
H 0.65 2.51 5.75 0.000
H 0.17 4.57 4.47 0.000
H -0.34 4.44 2.05 0.001
H -2.49 4.28 -0.30 0.000
H -2.29 6.39 -1.55 0.000
H -0.17 6.98 -2.67 0.000
H 1.79 5.48 -2.49 -0.001
H 1.61 3.37 -1.22 -0.009
H -3.22 2.55 1.74 -0.001
H -5.40 1.45 1.36 0.000
H -5.66 -0.21 -0.46 0.000
H -3.76 -0.76 -1.94 0.001
H -1.60 0.44 -1.67 -0.003
Cl 4.93 4.61 -1.96 -0.044
C 4.16 3.24 -1.38 -0.090
C 3.64 3.24 -0.07 0.009
C 3.01 2.13 0.39 -0.040
C 2.89 0.96 -0.42 -0.107
C 2.33 -0.25 0.14 0.093
C 3.40 1.00 -1.75 -0.055
C 4.03 2.11 -2.22 -0.007
H 3.77 4.12 0.56 -0.001
H 2.63 2.11 1.41 0.002
H 2.42 -0.30 1.23 0.017
H 2.69 -1.17 -0.31 0.010
H 3.34 0.11 -2.38 0.002
H 4.45 2.13 -3.22 -0.001
```

Computed properties:
2S+1: 2
E_tot in eV: -91227.4358
ΔE to the lowest compared entry with this formula, charge and spin in kcal per mole: 26.2
<S²>: 0.946
Total charge: +3
Kohn-Sham gap (spin up / spin down) in eV: 5.167 / 6.106

DFT (ωB97M-V/def2-TZVPD) results for C43H34F9N5O4PTe2Zr as an isolated structure.

XYZ file:
```
99
Properties=species:S:1:pos:R:3:lowdin_charge:R:1
Zr -0.01 -0.15 0.28 1.437
O -0.90 -3.18 -2.37 0.149
C -1.12 -2.35 -1.53 -0.439
N -0.83 -0.98 -1.59 -0.042
C -1.11 -0.32 -2.76 -0.463
O -1.54 -0.78 -3.79 0.126
C -0.96 1.17 -2.60 -0.200
C -1.19 1.98 -3.70 0.023
C -1.17 3.35 -3.53 -0.010
C -0.96 3.85 -2.25 -0.026
C -0.74 2.96 -1.22 -0.199
N -0.70 1.63 -1.37 0.000
C -1.82 -2.67 -0.24 -0.183
C -2.56 -3.83 -0.10 0.035
C -3.31 -4.00 1.05 -0.012
C -3.27 -3.00 2.02 -0.024
C -2.48 -1.89 1.81 -0.187
N -1.74 -1.73 0.71 -0.027
H -1.41 1.50 -4.64 0.132
H -1.34 4.02 -4.36 0.123
H -0.98 4.91 -2.05 0.121
H -0.65 3.35 -0.21 0.042
H -2.57 -4.54 -0.91 0.133
H -3.91 -4.88 1.19 0.123
H -3.86 -3.08 2.92 0.119
H -2.42 -1.10 2.54 0.013
C 3.09 -3.79 0.18 0.002
O 3.20 -2.47 0.75 -0.013
C 2.14 -1.69 0.65 -0.788
O 1.06 -2.08 0.08 -0.151
N 2.13 -0.48 1.13 -0.093
N 0.36 1.83 1.41 -0.559
H 4.03 -4.28 0.41 0.104
H 2.96 -3.72 -0.90 0.091
H 2.25 -4.33 0.61 0.096
H 3.01 -0.12 1.48 0.081
H 0.62 2.71 0.98 -0.023
H 0.96 1.70 2.22 -0.043
C 1.38 -2.81 3.52 -0.382
Te 0.47 -0.88 3.51 1.354
C -0.92 -1.74 4.89 -0.388
C -0.25 -2.98 5.42 -0.287
C -0.73 -3.62 6.56 -0.036
C -0.12 -4.77 7.03 -0.071
C 0.98 -5.29 6.36 -0.070
C 1.47 -4.66 5.23 -0.036
C 0.86 -3.50 4.75 -0.285
H 2.46 -2.72 3.53 0.069
H 1.08 -3.33 2.61 0.059
H -1.85 -1.98 4.38 0.035
H -1.14 -1.02 5.68 0.065
H -1.58 -3.20 7.09 0.118
H -0.49 -5.25 7.92 0.109
H 1.47 -6.18 6.73 0.108
H 2.33 -5.06 4.72 0.117
F 4.35 6.23 -4.49 0.156
C 4.55 5.92 -3.21 -0.599
F 5.87 5.96 -2.99 0.158
F 3.99 6.89 -2.47 0.147
C 3.98 4.56 -2.88 -0.103
C 4.45 3.47 -3.60 0.017
C 3.95 2.21 -3.32 -0.064
C 2.97 2.04 -2.35 -0.356
C 2.53 3.14 -1.63 -0.082
C 3.03 4.41 -1.89 0.009
P 2.33 0.37 -1.93 1.127
C 1.87 -0.35 -3.54 -0.359
C 1.55 -1.71 -3.54 -0.114
C 1.10 -2.33 -4.69 0.016
C 0.96 -1.58 -5.85 -0.099
C 1.26 -0.23 -5.86 0.011
C 1.71 0.39 -4.71 -0.066
C 0.48 -2.24 -7.12 -0.591
F -0.17 -3.38 -6.89 0.155
F 1.52 -2.53 -7.93 0.151
F -0.34 -1.43 -7.81 0.149
C 3.95 -0.43 -1.56 -0.341
C 4.46 -1.52 -2.24 -0.056
C 5.67 -2.09 -1.86 0.011
C 6.38 -1.54 -0.80 -0.108
C 5.91 -0.41 -0.15 0.010
C 4.71 0.14 -0.53 -0.096
C 7.65 -2.19 -0.33 -0.594
F 7.40 -3.04 0.69 0.146
F 8.54 -1.29 0.12 0.152
F 8.25 -2.91 -1.29 0.153
H 5.21 3.60 -4.36 0.135
H 4.33 1.35 -3.87 0.123
H 1.79 3.00 -0.86 0.064
H 2.69 5.27 -1.33 0.125
H 1.60 -2.28 -2.62 0.098
H 0.82 -3.37 -4.67 0.132
H 1.13 0.34 -6.77 0.131
H 1.92 1.45 -4.72 0.104
H 3.93 -1.95 -3.08 0.101
H 6.07 -2.94 -2.39 0.131
H 6.49 0.03 0.65 0.131
H 4.35 1.04 -0.04 0.111
Te -1.70 1.70 1.90 0.726
```

Computed properties:
2S+1: 1
E_tot in eV: -110398.5239
ΔE to the lowest compared entry with this formula, charge and spin in kcal per mole: 0.0
Total charge: +1
Kohn-Sham gap in eV: 7.369

DFT (ωB97M-V/def2-TZVPD) results for C43H35BBrF2N2O8Ru as an isolated structure in a non-equilibrium geometry.

XYZ file:
```
93
Properties=species:S:1:pos:R:3:mulliken_spin:R:1
Ru -0.18 -0.31 -0.17 0.903
O 3.89 1.58 -0.03 0.003
C 2.70 1.44 0.30 -0.002
O 2.14 0.45 0.81 0.002
C 1.69 2.56 -0.03 0.005
C 1.99 3.89 -0.26 0.002
C 0.93 4.78 -0.38 -0.002
C -0.37 4.32 -0.29 0.002
C -0.57 2.95 -0.16 -0.003
N 0.44 2.11 -0.03 0.032
C -1.93 2.28 -0.20 0.012
O -2.94 2.99 -0.10 0.002
O -1.88 1.03 -0.38 0.020
H 3.03 4.20 -0.33 0.000
H 1.13 5.84 -0.54 0.000
H -1.23 4.97 -0.34 0.000
C 0.21 -5.01 4.29 0.000
C 1.25 -3.96 3.92 0.001
C 2.51 -4.13 4.75 0.000
O 1.56 -4.06 2.56 0.000
C 0.89 -3.02 1.83 0.002
C 0.72 -1.91 2.88 0.002
O 0.73 -2.66 4.12 0.001
C -0.54 -0.98 2.84 -0.009
O -0.44 -0.08 1.82 0.018
C -1.89 -1.74 2.81 0.011
C -2.89 -1.25 1.97 -0.002
C -4.15 -1.83 1.95 -0.002
C -4.44 -2.90 2.78 0.000
C -3.47 -3.36 3.66 0.000
C -2.22 -2.77 3.69 0.000
C -0.57 -0.09 4.11 0.000
C 0.45 -0.01 5.05 0.000
C 0.36 0.85 6.14 0.000
C -0.75 1.67 6.30 0.000
C -1.76 1.63 5.34 0.000
C -1.66 0.77 4.26 -0.001
C 1.68 -2.78 0.50 -0.017
O 0.86 -2.03 -0.31 0.032
C 1.80 -4.19 -0.14 -0.008
C 2.94 -4.99 0.00 -0.001
C 3.01 -6.24 -0.60 0.000
C 1.95 -6.73 -1.35 0.000
C 0.81 -5.94 -1.49 0.000
C 0.75 -4.69 -0.90 0.001
C 3.10 -2.21 0.63 0.006
C 3.91 -2.40 1.74 0.001
C 5.12 -1.73 1.83 0.000
C 5.50 -0.81 0.87 0.000
C 4.68 -0.56 -0.24 -0.002
C 3.56 -1.37 -0.38 -0.002
H 0.67 -6.00 4.24 0.000
H -0.62 -4.97 3.59 0.000
H -0.17 -4.84 5.30 0.000
H 3.02 -5.06 4.47 0.000
H 2.26 -4.17 5.81 0.000
H 3.18 -3.29 4.58 0.000
H -0.10 -3.37 1.51 0.007
H 1.59 -1.24 2.82 0.000
H -2.67 -0.40 1.34 -0.002
H -4.90 -1.44 1.28 0.000
H -5.43 -3.36 2.76 0.000
H -3.69 -4.17 4.34 0.000
H -1.49 -3.08 4.41 0.000
H 1.33 -0.63 4.96 0.000
H 1.17 0.89 6.86 0.000
H -0.82 2.34 7.15 0.000
H -2.62 2.28 5.43 0.000
H -2.44 0.76 3.51 0.000
H 3.78 -4.62 0.57 0.000
H 3.90 -6.84 -0.48 0.000
H 2.00 -7.70 -1.82 0.000
H -0.03 -6.30 -2.08 0.000
H -0.13 -4.07 -1.01 -0.005
H 3.60 -3.07 2.53 0.000
H 5.77 -1.91 2.68 0.000
H 6.42 -0.25 0.99 0.000
H 5.20 -0.35 -1.16 0.000
H 2.96 -1.28 -1.28 0.004
Br 1.54 2.65 -4.91 0.000
C 0.73 1.09 -4.20 0.001
C 0.08 0.20 -5.03 -0.005
C -0.36 -0.99 -4.46 0.005
C -0.19 -1.19 -3.11 -0.001
N 0.35 -0.28 -2.29 -0.004
C 0.86 0.82 -2.85 -0.005
H -0.03 0.40 -6.08 -0.001
H -0.82 -1.76 -5.07 0.000
H -0.47 -2.13 -2.64 -0.002
H 1.39 1.50 -2.20 0.001
F -1.76 -2.91 -0.28 0.004
B -1.69 -1.60 -0.62 -0.004
F -2.74 -1.29 -1.41 -0.001
```

Computed properties:
2S+1: 2
E_tot in eV: -143260.1109
ΔE to the lowest compared entry with this formula, charge and spin in kcal per mole: 90.6
<S²>: 0.756
Total charge: -2
Kohn-Sham gap (spin up / spin down) in eV: 5.989 / 5.668